ORCA calculation (ωB97M-V/def2-TZVPD) on a molecular structure, C10H13FeNO at a distorted geometry.

Element x y z (Å)
C: 0.179714 -1.375553 -2.020109
C: -1.098108 -1.299343 -1.429427
C: -1.011823 -1.762830 -0.085556
C: 0.319844 -2.088914 0.172521
C: 1.230577 -1.789041 -0.992073
Fe: 0.410461 -0.240372 -0.425814
C: -1.150795 1.671094 -0.599991
C: -0.753877 2.485116 -1.659255
C: 0.327595 2.865735 -2.419966
N: 2.482316 -1.114549 -0.406472
H: -1.872943 -1.935327 0.582649
H: -2.021002 -1.006476 -1.940079
H: 0.682047 -2.606486 1.064775
H: 2.095643 -2.408404 -1.244650
H: 0.440936 -1.117134 -3.033207
H: -2.151377 1.040471 -0.569666
H: 2.559824 0.775938 -0.661085
H: -0.992022 1.806372 0.474704
H: 0.173692 3.745058 -3.147283
H: 1.357139 2.522134 -2.513200
C: -0.655481 0.215832 2.656306
C: 0.577380 0.166240 1.659666
O: 1.630125 0.298514 2.068303
H: -1.638451 0.411384 2.164200
H: -0.469241 1.009628 3.415256
H: -0.715472 -0.766085 3.166653

Cartesian forces, eV/Å:
0.70 -0.28 -1.01
-0.12 -0.77 -0.94
-0.76 -1.46 -0.18
0.25 -2.45 0.92
-1.01 -4.04 -1.16
0.44 7.09 3.65
-1.82 -1.22 0.21
2.89 -0.58 -0.18
-2.93 1.50 -0.20
0.19 2.19 0.27
0.71 0.37 -0.36
0.56 0.00 0.22
-0.05 0.58 -0.24
-0.37 -1.38 -0.71
-0.16 0.15 -0.07
2.02 1.20 -0.94
-0.49 -0.54 -0.34
0.48 1.11 -0.48
0.01 -1.12 1.22
-0.40 -0.84 0.60
-0.25 0.09 0.18
-6.68 -0.05 -3.01
6.07 0.75 2.91
0.78 -0.18 0.19
-0.06 -0.53 -0.37
0.02 0.42 -0.15

Values from the calculation:
- E_tot: -1782.04906 Ha
- Total charge: -1
- E_HOMO (alpha / beta): -1.940 / -3.277 eV
- HOMO-LUMO gap (alpha / beta): 5.26 / 6.74 eV
- Spin multiplicity: 6
- Relative energy (zero: lowest compared OMol25 entry of this formula, charge and spin): 5.544 eV